Entry 1:
DFT (ωB97M-V/def2-TZVPD) results for 2 unconnected molecules or ions with the total composition C19H22NO.

```
43
Properties=species:S:1:pos:R:3:mulliken_charge:R:1
O 0.5879 0.6264 3.1889 -0.510
N -2.4554 2.3773 -0.5117 0.186
C 2.1516 -3.2833 -1.3280 1.024
C 0.0803 -2.0653 -1.6444 -0.687
C -1.3244 0.4267 -0.2622 0.886
C 0.3831 0.9827 -2.1765 0.041
C 1.0895 -2.1983 0.5593 -0.724
C 0.0723 -1.6688 -0.2771 0.176
C -0.1044 -0.0437 4.2344 0.128
C -1.4710 2.3701 -1.5100 0.239
C -2.3855 1.2358 0.2196 -1.084
C 0.7034 1.9406 -3.1507 -0.902
C -1.1701 3.3423 -2.4547 -0.991
C -3.4118 3.4402 -0.2614 -0.865
C 1.0985 -2.8641 -2.1499 -0.387
C 3.2965 -4.0533 -1.9067 -1.417
C -0.7310 1.1698 -1.3782 0.975
C -0.0712 3.1042 -3.3001 -0.658
C 2.1215 -2.9591 0.0353 -0.747
C -0.8978 -0.7755 0.2938 -0.407
C 0.5910 0.2081 5.5550 -1.333
H -1.1403 0.3234 4.2989 0.247
H -1.7806 4.2401 -2.5215 0.283
H 0.9948 0.0974 -2.0355 0.440
H 2.9289 -3.3117 0.6805 0.328
H -3.0742 1.0397 1.0348 0.484
H 0.5445 1.2678 5.8232 0.314
H -3.2503 4.2374 -0.9894 0.269
H -0.1000 -1.1229 4.0214 0.241
H 3.9765 -4.3774 -1.1163 0.356
H 0.0884 0.5106 2.3663 0.222
H 1.5659 1.7769 -3.7999 0.420
H 3.8713 -3.4488 -2.6176 0.319
H 1.0575 -1.9405 1.6207 0.303
H -1.3680 -1.0726 1.2341 0.762
H -4.4419 3.0666 -0.3466 0.348
H 1.1075 -3.1506 -3.2050 0.421
H 1.6408 -0.0953 5.5147 0.335
H -3.2959 3.8433 0.7552 0.343
H 0.0922 -0.3658 6.3387 0.368
H 2.9541 -4.9385 -2.4518 0.358
H 0.1923 3.8253 -4.0753 0.390
H -0.7165 -1.7171 -2.3045 0.507
```

Values from the calculation:
E_HOMO (eV): -11.911
Relative energy (zero: lowest compared OMol25 entry of this formula, charge and spin) (kcal/mol): 2.5
DFT total energy (Ha): -866.94810
Largest force on an atom (eV Å⁻¹): 2.44
Net charge: +1
Gap between HOMO and LUMO (eV): 6.76


Entry 2:
DFT (ωB97M-V/def2-TZVPD) results for 2 unconnected molecules or ions with the total composition C19H22NO.

```
43
Properties=species:S:1:pos:R:3:mulliken_charge:R:1
O -2.2457 -1.4476 -2.6043 -0.371
N -1.5666 -0.0928 -0.2406 0.107
C -1.0255 -0.4456 2.1327 -0.457
C 2.2934 1.8166 -0.1065 -0.140
C 2.9296 2.7023 -2.3670 -0.243
C -1.0449 0.3989 -1.5155 -0.072
C -0.3326 1.6206 0.8725 -1.788
C -1.8756 -0.0743 -2.7016 -0.842
C -3.0192 -1.7007 -1.4290 -0.755
C -2.0352 -1.1711 4.2184 -0.604
C 2.7694 0.5120 -0.1560 -0.090
C -1.0548 -2.1608 4.3557 -0.445
C 2.4718 2.8158 -1.0592 -0.335
C -2.0082 -0.3010 3.1267 -0.025
C -0.0440 -2.2762 3.3954 -0.731
C 3.5746 0.2911 -2.5190 -0.266
C -0.0293 -1.4222 2.2942 -0.012
C -2.2119 -1.4066 -0.1728 -0.412
C 3.3898 1.5721 -3.0292 -0.313
C -0.9839 0.4154 0.8938 1.035
C 3.3268 -0.1693 -1.2332 -0.256
H 1.8702 2.1410 0.8484 0.445
H -2.8819 -1.4395 0.6963 0.401
H -3.9510 -1.1011 -1.4053 0.365
H 2.9206 3.6270 -2.9552 0.351
H 0.7525 -1.5039 1.5318 0.411
H -2.8255 -1.0764 4.9654 0.396
H 3.6000 -1.2128 -1.0425 0.356
H -1.0745 -2.8399 5.2069 0.390
H -1.0575 1.4902 -1.5105 0.237
H 2.6898 -0.0590 0.7738 0.332
H -0.4306 2.3182 0.0441 0.496
H 3.9825 -0.4450 -3.2201 0.352
H 0.7366 -3.0331 3.4933 0.386
H 2.1927 3.8272 -0.7482 0.360
H 3.6602 1.7108 -4.0820 0.360
H -3.2504 -2.7747 -1.4760 0.336
H 0.0476 1.9826 1.8250 0.495
H -2.7718 0.5714 -2.7860 0.378
H -2.7563 0.4887 3.0195 0.423
H -1.2781 -0.0214 -3.6223 0.340
H 0.0064 0.0816 -1.6666 0.104
H -1.4596 -2.2084 -0.0454 0.300
```

Values from the calculation:
E_HOMO (eV): -10.630
Relative energy (zero: lowest compared OMol25 entry of this formula, charge and spin) (kcal/mol): 59.9
DFT total energy (Ha): -866.85667
Largest force on an atom (eV Å⁻¹): 1.26
Net charge: +1
Gap between HOMO and LUMO (eV): 5.52


Entry 3:
DFT (ωB97M-V/def2-TZVPD) results for a molecular structure, C19H23BrCrN3O4S.

```
52
Properties=species:S:1:pos:R:3:mulliken_charge:R:1
Br 2.2429 2.9825 -3.9508 -0.096
Cr 0.4511 0.7737 0.9612 0.673
S -0.4591 2.1177 2.7782 -0.115
O -0.2112 -4.7198 -3.6307 -0.452
O 3.0005 -1.9644 1.0984 -0.498
O 1.6287 -0.3461 0.4125 -0.460
O -0.7238 -2.4617 -3.6249 -0.533
N 1.2561 2.3930 -0.0300 0.385
N -1.4793 0.9583 0.2102 0.049
N -0.4628 -0.8108 2.0309 0.117
C 0.6529 -1.9098 -1.6803 -0.804
C 1.2729 -4.6818 -1.6961 -0.983
C 1.3940 2.2845 -1.3640 0.306
C 1.5273 -2.4743 -0.7180 0.256
C 2.1465 -1.6651 0.3317 0.150
C 1.8290 -3.8303 -0.7383 -0.836
C -1.8545 2.8282 1.8296 -0.703
C 2.5483 4.3935 -0.0839 -0.952
C 0.4293 -4.1117 -2.6153 0.980
C 0.1258 -2.7556 -2.6088 1.014
C 2.0988 3.2081 -2.1064 -0.621
C -2.4375 -0.0203 0.8102 -0.877
C 1.8294 3.4336 0.5987 -0.293
C -1.9174 2.3735 0.3678 -0.727
C -1.6710 -1.2362 1.2764 -0.565
C 2.6896 4.2844 -1.4569 -0.005
C -0.6469 -0.5522 3.4834 -0.901
C -1.2351 0.8125 3.7939 -0.587
C -0.9244 -3.6972 -4.3462 -0.267
H -0.5122 -3.6024 -5.3478 0.279
H 0.3378 -0.6395 3.9422 0.487
H -1.3179 -1.8049 0.4142 0.257
H 1.5018 -5.7375 -1.7205 0.472
H -1.0408 1.0687 4.8338 0.523
H 1.7189 3.4847 1.6736 0.529
H 3.2535 5.0179 -2.0183 0.490
H -3.1976 -0.2970 0.0795 0.452
H 2.5128 -4.2206 0.0030 0.539
H -1.9832 -3.9404 -4.3566 0.275
H -2.7542 2.5801 2.3899 0.478
H -2.9360 2.4944 -0.0062 0.493
H -1.7409 3.9095 1.8741 0.507
H -1.4204 0.7685 -0.7895 0.326
H -2.3113 0.8649 3.6420 0.335
H -2.3039 -1.8935 1.8758 0.469
H 0.1965 -1.5833 1.9773 0.337
H 2.9977 5.2126 0.4594 0.461
H 0.4519 -0.8483 -1.7243 0.416
H 0.9454 1.4249 -1.8460 0.246
H -2.9533 0.4708 1.6322 0.299
H -1.2635 2.9880 -0.2462 0.331
H -1.2814 -1.3239 3.9262 0.346
```

Values from the calculation:
E_HOMO (alpha / beta) (eV): -13.460 / -13.461
⟨S²⟩: 0.7788
DFT total energy (Ha): -5219.18374
Largest force on an atom (eV Å⁻¹): 0.41
Net charge: +2
2S+1: 2
Gap between HOMO and LUMO (alpha / beta) (eV): 5.86 / 6.31